{"formula": "C24H29BrN4O4", "method": "ωB97M-V/def2-TZVPD", "homo_energy_ev": -8.06, "total_charge": 0, "lumo_ev": -0.3, "orbital_gap_ev": 7.74, "e_above_lowest_ev": 0.138, "smiles": "NC(=O)C[C@@H](NC(=O)Cc1ccc(Br)cc1)c1ccc(NC2CCCCCC2)c([N+](=O)[O-])c1", "e_tot_ev": -109551.2311, "multiplicity": 1, "fmax_ev_per_a": 1.41, "symbols": ["N", "C", "O", "C", "C", "N", "C", "O", "C", "C", "C", "C", "C", "Br", "C", "C", "C", "C", "C", "C", "N", "C", "C", "C", "C", "C", "C", "C", "C", "N", "O", "O", "C", "H", "H", "H", "H", "H", "H", "H", "H", "H", "H", "H", "H", "H", "H", "H", "H", "H", "H", "H", "H", "H", "H", "H", "H", "H", "H", "H", "H", "H"], "coordinates": [[2.02266, -3.38371, 2.55998], [2.04049, -2.21778, 1.88166], [2.25177, -2.17315, 0.68820], [1.79812, -0.99593, 2.75673], [1.74407, 0.31691, 1.94034], [2.96124, 0.44796, 1.17605], [4.06281, 1.04221, 1.68261], [4.05811, 1.76417, 2.65542], [5.33320, 0.67232, 0.90806], [5.45801, -0.81962, 1.00941], [5.70855, -1.39768, 2.25088], [5.64810, -2.76715, 2.41936], [5.33760, -3.56247, 1.32963], [5.14373, -5.44435, 1.58285], [5.12956, -3.01922, 0.07639], [5.18815, -1.64549, -0.07533], [0.51540, 0.36169, 1.06520], [-0.75376, 0.39056, 1.66244], [-1.89918, 0.40783, 0.91479], [-1.87123, 0.39659, -0.49842], [-2.98955, 0.36587, -1.23341], [-4.34536, 0.51512, -0.77256], [-5.30780, -0.03689, -1.83195], [-5.23716, 0.60869, -3.21566], [-5.40896, 2.12752, -3.23515], [-4.16098, 2.87728, -2.76789], [-4.03012, 3.05111, -1.24852], [-4.67767, 1.96914, -0.38217], [-0.58089, 0.40280, -1.09626], [-0.38225, 0.46275, -2.49215], [0.75632, 0.52526, -2.92000], [-1.36186, 0.46729, -3.24217], [0.57529, 0.37994, -0.30505], [1.87335, -3.42923, 3.55175], [2.20880, -4.24093, 2.06411], [2.62180, -0.92602, 3.47225], [0.87129, -1.13466, 3.31438], [1.72046, 1.15808, 2.64530], [3.07594, -0.27902, 0.47982], [5.24129, 0.99293, -0.12945], [6.17673, 1.18230, 1.37334], [5.92583, -0.76304, 3.09751], [5.82172, -3.21211, 3.38752], [4.89435, -3.65252, -0.76424], [4.99965, -1.21710, -1.04852], [-0.83202, 0.41280, 2.74000], [-2.85293, 0.42931, 1.41534], [-2.84849, 0.41047, -2.23899], [-4.48074, -0.10927, 0.12201], [-6.32178, 0.06957, -1.44019], [-5.11246, -1.10623, -1.94542], [-4.29227, 0.35798, -3.70290], [-6.03011, 0.15882, -3.81828], [-5.61097, 2.42122, -4.26768], [-6.27611, 2.41983, -2.64102], [-3.28474, 2.36103, -3.16324], [-4.16089, 3.87374, -3.21483], [-4.48714, 3.99956, -0.95628], [-2.96926, 3.12078, -0.99716], [-4.35455, 2.14652, 0.64648], [-5.76216, 2.07958, -0.39970], [1.51901, 0.38605, -0.82522]], "forces_ev_per_a": [[-0.082, -0.481, 0.120], [-0.090, 0.093, 0.538], [-0.066, 0.039, -0.468], [0.110, 0.372, -0.275], [0.004, -0.134, 0.293], [-0.391, -0.040, -0.275], [0.324, 0.103, -0.483], [0.050, 0.171, 0.420], [-0.076, 0.137, 0.275], [0.175, -0.213, -0.224], [-0.014, 0.009, -0.091], [-0.027, -0.100, 0.017], [-0.018, -0.223, -0.057], [0.037, 0.183, -0.046], [0.035, -0.196, 0.095], [0.209, 0.103, 0.169], [-0.095, 0.123, -0.077], [0.198, 0.005, -0.282], [-0.176, 0.009, -0.012], [0.451, -0.036, -0.211], [-0.313, -0.108, -0.742], [-0.401, 0.058, 0.401], [0.220, -0.048, -0.026], [-0.257, 0.086, 0.212], [0.245, -0.045, -0.205], [-0.161, 0.144, 0.069], [-0.032, -0.096, -0.003], [0.193, -0.035, -0.005], [-0.065, -0.004, 1.407], [0.241, 0.096, -0.902], [-0.004, -0.034, -0.114], [0.024, -0.027, -0.150], [-0.118, 0.020, 0.018], [0.008, 0.071, -0.035], [0.055, 0.053, -0.011], [-0.036, -0.010, 0.061], [0.007, -0.034, 0.084], [0.013, -0.193, -0.131], [0.125, 0.039, 0.168], [0.024, 0.009, -0.025], [-0.096, 0.034, -0.034], [0.021, 0.084, 0.115], [0.014, -0.037, 0.054], [-0.038, -0.064, -0.044], [-0.041, 0.087, -0.112], [-0.050, -0.007, 0.142], [-0.126, 0.021, 0.027], [0.111, -0.068, 0.400], [0.000, 0.056, -0.125], [-0.006, -0.008, 0.034], [-0.054, -0.035, 0.059], [0.031, -0.046, -0.115], [0.085, -0.066, -0.047], [-0.082, 0.031, 0.026], [-0.138, 0.040, -0.012], [0.049, 0.041, -0.053], [0.080, -0.024, -0.044], [0.070, 0.032, 0.018], [-0.004, 0.069, 0.042], [-0.086, 0.000, 0.046], [-0.068, -0.004, 0.098], [-0.002, 0.001, 0.025]], "nbo_charge": [-0.8164, 0.6889, -0.6377, -0.5112, -0.0521, -0.6492, 0.6999, -0.6250, -0.5390, 0.0772, -0.2397, -0.2355, -0.0830, 0.0354, -0.2037, -0.2340, -0.1072, -0.0772, -0.3120, 0.2340, -0.5953, -0.0431, -0.3946, -0.4024, -0.4047, -0.4096, -0.4019, -0.4152, -0.0139, 0.5210, -0.3877, -0.4403, -0.1447, 0.3954, 0.4113, 0.2397, 0.2253, 0.2444, 0.4317, 0.2319, 0.2427, 0.2255, 0.2284, 0.2324, 0.2205, 0.2016, 0.2177, 0.4383, 0.1986, 0.2051, 0.2137, 0.1980, 0.2143, 0.2125, 0.1936, 0.2053, 0.2117, 0.2075, 0.2074, 0.2103, 0.2047, 0.2505]}